# 1
Here is a 2-piece molecular cluster, H3S3 overall in a non-equilibrium geometry from OMol25. Energies are from ωB97M-V with the def2-TZVPD basis set.

## Properties
2S+1 = 2
HOMO energy (spin up / spin down) = -9.435 / -9.450 eV
relative energy (zero: lowest compared OMol25 entry of this formula, charge and spin) = 4.25 kcal/mol
HOMO-LUMO gap (spin up / spin down) = 9.5 / 7.1 eV
LUMO level (spin up / spin down) = 0.07 / -2.34 eV
E = -1196.30926 hartree

```
6
Properties=species:S:1:pos:R:3:lowdin_spin:R:1
S -1.9051 -1.8446 -0.7443 0.2838
H -0.6641 -2.3231 -1.0854 0.0036
S 1.5458 0.9639 1.2362 0.0251
S -1.2416 0.1074 -0.8268 0.6715
H 1.7959 2.2629 0.9936 0.0013
H 0.4691 0.8336 0.4267 0.0147
```

***

# 2
Here is a 20-piece molecular cluster, H40O20 overall in a non-equilibrium geometry from OMol25. Energies are from ωB97M-V with the def2-TZVPD basis set.

## Properties
HOMO energy = -10.419 eV
relative energy (zero: lowest compared OMol25 entry of this formula, charge and spin) = 103.88 kcal/mol
HOMO-LUMO gap = 10.4 eV
LUMO level = -0.04 eV
E = -1528.71743 hartree

```
60
Properties=species:S:1:pos:R:3:nbo_charge:R:1
O -2.4983 3.2723 -3.3203 -0.9574
H -1.9311 4.0036 -3.0314 0.4866
H -2.1425 2.4238 -3.0506 0.4914
O 1.9361 -3.7012 0.6763 -0.9846
H 2.6465 -3.5538 1.3283 0.4898
H 1.5115 -4.4991 0.9732 0.4979
O 1.2183 -5.0652 -1.6982 -0.9588
H 2.0378 -4.7728 -1.2923 0.4862
H 1.3561 -5.0229 -2.6440 0.4717
O 1.7337 4.2790 2.0999 -0.9981
H 0.9157 4.4714 1.6411 0.5098
H 1.9613 4.8062 2.8644 0.4867
O 1.1579 -1.9919 -1.3941 -0.9942
H 1.1650 -2.7205 -0.7679 0.5007
H 0.9355 -1.1277 -1.0608 0.4809
O 2.3192 -1.1009 4.4334 -0.9378
H 1.3716 -1.2780 4.5419 0.4677
H 2.3232 -0.2506 3.9857 0.4705
O 4.7431 2.6592 0.7469 -0.9258
H 4.1828 2.0252 1.2352 0.4658
H 5.3305 2.0611 0.2791 0.4601
O 4.5219 -3.5229 -0.1887 -0.9484
H 3.8761 -2.8185 -0.3837 0.4830
H 5.2998 -3.1701 -0.6604 0.4647
O 0.5275 3.2944 -2.1211 -0.9589
H 0.7063 3.1708 -1.1795 0.4773
H 0.7140 2.4412 -2.5181 0.4816
O -4.7931 2.1386 1.3770 -0.9552
H -3.9819 2.3138 0.8260 0.4540
H -4.4153 1.6706 2.1275 0.4780
O -0.9293 -0.8674 -0.0046 -0.9634
H -0.2838 -1.5466 0.2227 0.4752
H -0.8015 -0.1402 0.6583 0.4892
O 0.6896 1.3382 1.4210 -0.9700
H 0.1848 1.8710 0.7825 0.4703
H 1.2102 2.0048 1.9037 0.4974
O -4.3010 -3.0989 -2.1662 -0.9351
H -4.6084 -2.2976 -1.7058 0.4714
H -4.7175 -3.7246 -1.5619 0.4643
O -2.2028 -1.5721 -3.2730 -0.9541
H -2.8815 -2.1773 -3.6454 0.4764
H -1.4249 -2.1275 -3.1835 0.4772
O -2.6471 -0.2491 2.2281 -0.9505
H -2.3749 -1.0503 1.7454 0.4864
H -2.8349 -0.6634 3.0756 0.4615
O -3.2267 2.5204 -0.6442 -0.9817
H -3.0920 3.0685 -1.4324 0.5018
H -4.0857 2.1280 -0.8756 0.4950
O 3.9850 -1.3025 -3.5734 -0.9574
H 4.8136 -1.0039 -3.2096 0.4753
H 3.9686 -1.5529 -4.4925 0.4829
O -0.7616 4.9021 0.3206 -0.9840
H -0.7379 4.9479 -0.6412 0.4666
H -1.5988 4.3977 0.4610 0.4886
O -2.2663 3.7057 1.9042 -0.9432
H -2.5792 4.5820 2.1455 0.4840
H -2.8977 3.2426 1.3549 0.4801
O 0.4803 -4.9569 2.5527 -0.9467
H 0.8290 -4.9223 3.4447 0.4799
H 0.3632 -5.8903 2.3639 0.4776
```

***

# 3
Here is H41O20 as an isolated structure in a non-equilibrium geometry from OMol25. Energies are from ωB97M-V with the def2-TZVPD basis set.

## Properties
2S+1 = 2
HOMO energy (spin up / spin down) = -2.308 / -10.881 eV
relative energy (zero: lowest compared OMol25 entry of this formula, charge and spin) = 171.84 kcal/mol
HOMO-LUMO gap (spin up / spin down) = 2.1 / 10.7 eV
LUMO level (spin up / spin down) = -0.20 / -0.22 eV
E = -1528.97334 hartree

```
61
Properties=species:S:1:pos:R:3:lowdin_spin:R:1
O 4.1393 -3.0272 -0.8523 0.0130
H -1.3385 0.1027 2.6779 0.0047
O 3.1531 -2.7868 -3.2781 0.0146
H 3.2231 -1.8355 -2.9397 0.0076
H 3.9464 -3.0433 -2.6535 0.0032
O -3.0043 -5.0510 -0.7819 0.0176
H -3.3041 -4.4345 -0.2306 0.0061
H -2.4435 -4.7904 -1.3762 0.0057
O -0.3856 -1.4922 -2.2120 0.0420
H 0.2289 -2.1108 -2.6154 0.0093
H -3.7203 -0.2917 -1.2633 0.0104
O 2.1638 5.3223 0.0796 0.0379
H 0.4014 1.8779 -4.3444 0.0121
H -0.5195 -0.7783 -2.7847 0.0154
O -0.2585 1.4990 -3.8499 0.0389
H -0.9172 4.7818 1.9540 0.0396
H -0.8653 1.0153 -4.1707 0.0198
O -1.5412 3.9960 2.1405 0.0818
H -3.0508 -1.6638 -0.7006 0.0118
H 1.6804 -3.3940 -0.8965 0.0072
O -4.7605 -1.0563 -2.9515 0.0241
H -4.6419 -0.8166 -3.8892 0.0083
H -4.2088 -1.6904 -2.7295 0.0081
O -1.3140 2.0652 0.5764 0.0441
H -0.9234 1.2229 1.4772 0.0120
H 1.7086 6.1177 0.3759 0.0158
O -3.5892 2.2303 2.1324 0.0241
H -2.8920 2.8234 2.4062 0.0109
H -3.1104 2.0534 1.2341 0.0100
O 0.2422 0.5309 4.7135 0.0174
H -0.5235 0.0348 4.4617 0.0037
H -2.1502 4.5159 2.7879 0.0274
O 0.3381 1.9868 -1.2491 0.0361
H 0.0185 1.8239 -2.1219 0.0065
H 1.0182 1.2020 -1.0648 0.0061
O 2.2317 0.4111 -0.8764 0.0295
H 2.2193 -0.3760 -0.7412 0.0067
H 2.8869 1.0090 -0.4891 0.0090
O -0.9513 -0.0480 1.7964 0.0328
H 2.2614 3.5083 2.5358 0.0086
H -1.6262 -0.2608 1.1173 0.0150
O -3.4698 -0.8202 -0.5842 0.0301
H 1.0034 0.4559 4.2941 0.0056
H 3.4197 -2.8308 -0.3487 0.0042
O 1.9314 2.8113 2.0017 0.0319
H -1.2564 3.0152 0.8386 0.0175
H 2.2534 2.6997 1.1483 0.0108
O 4.4912 0.5415 0.5030 0.0262
H 4.6771 -0.3560 0.1849 0.0070
H 4.9188 0.4517 1.5643 0.0135
O 1.6573 -2.4309 -0.4246 0.0197
H 4.7076 -3.3989 -0.2936 0.0035
H 0.8381 -2.0862 -0.4884 0.0101
O 0.8383 -5.2588 0.1617 0.0118
H 1.1726 -5.7949 -0.4201 0.0033
H 1.0809 -5.5254 1.0165 0.0026
O -2.7027 0.2328 3.4424 0.0169
H -3.2763 -0.5853 3.5099 0.0078
H -3.2990 0.8655 3.1537 0.0049
H 1.7907 4.7181 -0.4505 0.0117
H -0.5973 2.1126 -0.2131 0.0060
```

***

# 4
Here is a 21-piece molecular cluster, H42O21 overall in a non-equilibrium geometry from OMol25. Energies are from ωB97M-V with the def2-TZVPD basis set.

## Properties
HOMO energy = -9.924 eV
relative energy (zero: lowest compared OMol25 entry of this formula, charge and spin) = 163.32 kcal/mol
HOMO-LUMO gap = 9.3 eV
LUMO level = -0.66 eV
E = -1605.16384 hartree

```
63
Properties=species:S:1:pos:R:3:nbo_charge:R:1
O -2.1516 1.2987 -2.3963 -0.9784
H -1.4508 1.6204 -1.7853 0.5102
H -2.9179 1.1680 -1.8273 0.4665
O -1.0145 -1.1996 -1.3618 -0.9725
H -1.9714 -1.0845 -1.2017 0.4706
H -1.0305 -0.5251 -2.0753 0.4954
O -3.7769 -2.8499 -2.7031 -0.9436
H -3.2994 -3.6357 -2.5894 0.4741
H -3.0404 -2.2338 -2.9422 0.4698
O -0.4192 1.5070 4.9386 -0.9453
H 0.0022 1.2372 4.1092 0.4852
H -1.2662 1.0746 4.9323 0.4734
O 2.4522 -3.4537 -1.1328 -0.9360
H 3.0020 -2.7413 -1.4516 0.4665
H 1.5571 -3.2885 -1.4443 0.4732
O -3.8412 0.8704 1.3984 -0.9553
H -4.3966 1.5949 1.7010 0.4810
H -4.1381 0.7099 0.4877 0.4994
O -1.4709 4.4649 -0.9669 -0.9327
H -1.3468 4.6024 -1.9169 0.4632
H -0.9468 5.2241 -0.6868 0.4707
O 1.7825 -0.9313 -0.2007 -0.9773
H 1.3470 -1.1190 -1.0384 0.4696
H 1.9433 0.0144 -0.0560 0.4986
O 3.2320 -2.1215 1.9260 -0.9812
H 3.3647 -2.1565 0.9747 0.4892
H 2.6088 -2.8325 2.1151 0.4945
O -5.1010 -0.0756 -0.9065 -0.9537
H -4.9892 0.1769 -1.8501 0.4715
H -5.2258 -0.9862 -1.2432 0.4985
O 0.7299 0.5329 1.3974 -0.9689
H -0.1532 0.1592 1.2957 0.4903
H 0.6472 1.2669 0.7810 0.4864
O 2.0211 1.9243 -1.0630 -0.9835
H 1.9896 2.5741 -1.7570 0.4978
H 2.8600 1.7937 -0.6043 0.5233
O 4.0925 -0.0607 -0.8371 -0.9444
H 3.6001 -0.7831 -1.2500 0.4770
H 4.5487 0.2929 -1.6127 0.4681
O -0.7195 3.5266 2.8152 -0.9671
H -1.6739 3.4145 2.7604 0.4604
H -0.4189 3.0132 3.5771 0.4962
O -1.4676 1.5874 0.2768 -1.0227
H -1.2279 2.4337 0.6696 0.4946
H -2.3153 1.4012 0.7589 0.4958
O 1.8782 -4.6122 2.1044 -0.9478
H 1.0266 -4.2259 1.7982 0.4932
H 2.3614 -4.4075 1.2813 0.4675
O 3.3184 0.4706 2.6800 -0.9993
H 3.4079 -0.4561 2.3688 0.4944
H 2.4148 0.7145 2.4342 0.4746
O -0.2575 -2.9377 1.1591 -0.9565
H -0.6418 -2.6271 0.3400 0.4915
H -0.4230 -2.2431 1.8136 0.4776
O 2.2350 0.3283 -3.1140 -1.0097
H 1.3799 0.4370 -3.5104 0.4729
H 2.3388 0.7199 -2.2297 0.4966
O 0.7581 -1.6356 3.4700 -0.9581
H 0.8447 -1.7036 2.5023 0.4588
H 1.6844 -1.3840 3.6565 0.4947
O -0.8625 1.7541 -5.0495 -0.9602
H -1.5197 2.3868 -4.7500 0.4886
H 0.0465 2.0158 -4.9693 0.4730
```

***

# 5
Here is a 21-piece molecular cluster, H43O21 overall in a non-equilibrium geometry from OMol25. Energies are from ωB97M-V with the def2-TZVPD basis set.

## Properties
charge = +1
HOMO energy = -12.730 eV
relative energy (zero: lowest compared OMol25 entry of this formula, charge and spin) = 164.55 kcal/mol
HOMO-LUMO gap = 9.8 eV
LUMO level = -2.93 eV
E = -1605.41889 hartree

```
64
Properties=species:S:1:pos:R:3:nbo_charge:R:1
O 0.4550 -0.3627 2.8523 -1.0222
H 2.2332 -1.4619 0.8587 0.4801
H -0.6176 3.8992 -0.8971 0.4642
O 0.9758 1.0023 0.6394 -0.9630
H 1.8059 0.9020 1.1314 0.4935
H 2.1257 3.6710 -2.9758 0.4828
O -0.7960 -0.0052 -2.3783 -0.9963
H -0.4980 0.9204 -2.1889 0.4737
H 1.5015 2.1314 3.7272 0.4985
O -1.6180 0.5290 4.7310 -0.9500
H 2.5929 1.5498 4.8737 0.5133
H -0.4344 -0.5706 -0.3520 0.5813
O 1.0583 -2.0244 -4.3304 -0.9563
H -1.5264 1.2905 -4.3375 0.4603
H 1.6436 -1.7671 -5.0323 0.4795
O 2.2384 1.5901 3.9923 -0.9882
H 1.3593 -2.5722 0.2878 0.4957
H 2.6177 -1.3396 -3.3915 0.4620
O -2.0261 -1.4177 2.8443 -0.9389
H 1.4987 -2.4329 -3.6002 0.4827
H -2.2650 -1.8191 3.6946 0.4709
O 2.6374 2.8835 -2.7822 -0.9537
H 1.2806 0.2306 3.0033 0.5256
H 0.1179 -1.8758 -1.8178 0.4941
O 3.6147 1.0827 1.5106 -0.9555
H -2.7152 -3.7248 -0.3453 0.4993
H 4.3240 1.7247 1.1699 0.4982
O -2.2888 1.6473 -4.8109 -0.9372
H 0.4224 -0.9575 1.2473 0.6132
H -2.9522 1.9124 -4.1525 0.4764
O -4.4116 -1.5730 2.1211 -0.9579
H -3.7827 -1.7357 1.4262 0.4865
H -1.0602 -1.8082 0.4400 0.5571
O 2.8627 -2.2535 2.9121 -0.9580
H 2.9049 -3.0133 3.4962 0.4908
H 3.7740 -2.0809 2.6829 0.4713
O -2.9859 -2.7627 -0.3556 -0.9864
H 4.2050 0.4014 1.8503 0.4739
H -3.9464 -2.7588 -0.3056 0.5037
O 3.3558 -2.0684 -3.4256 -0.9299
H 3.6171 -1.6394 -2.5992 0.4590
H 3.3694 3.3249 -2.3331 0.4722
O -0.1309 4.6409 -1.2633 -0.9363
H 1.3633 0.8918 -4.5615 0.4947
H 0.3454 1.3521 1.3012 0.4754
O -2.4642 2.6949 1.6622 -0.9435
H -4.1021 -1.7216 2.9989 0.4708
O -2.9014 1.0642 -0.2145 -0.9049
H -2.0357 1.4428 -0.3614 0.4536
H -2.8890 0.9098 0.7214 0.4544
O 1.2098 0.3753 -3.7511 -0.9693
H 1.9700 0.6257 -3.1846 0.4999
H 0.0217 -0.3769 3.7363 0.5255
O -0.5324 -1.0031 0.5641 -0.9173
H -1.6356 1.2843 5.3581 0.4778
H -1.0818 -1.5245 2.9280 0.4652
O -0.4122 -2.6313 -1.3659 -0.9850
H -1.3189 -2.2652 -1.3597 0.4898
H -1.8767 1.0635 3.9631 0.4783
O 1.7151 -1.6647 0.0710 -0.9369
H -0.3846 -0.0966 -3.2850 0.5238
H -0.7615 5.0115 -1.8780 0.4731
H -2.7807 3.4388 2.1801 0.4789
H -3.1886 2.1070 1.8864 0.4654
```

***

# 6
Here is a 21-piece molecular cluster, H43O21 overall in a non-equilibrium geometry from OMol25. Energies are from ωB97M-V with the def2-TZVPD basis set.

## Properties
charge = +1
HOMO energy = -12.726 eV
relative energy (zero: lowest compared OMol25 entry of this formula, charge and spin) = 77.65 kcal/mol
HOMO-LUMO gap = 10.1 eV
LUMO level = -2.66 eV
E = -1605.55737 hartree

```
64
Properties=species:S:1:pos:R:3:nbo_charge:R:1
O -0.6358 -1.1700 -3.3402 -0.9852
H -0.6161 -0.7356 4.8700 0.4878
H 0.0566 -0.7379 -3.9284 0.4910
O 0.8282 0.2972 -4.8281 -0.9409
H 1.4099 -0.4071 -5.1318 0.4826
H -1.3067 -1.2353 -4.0248 0.4690
O -2.6979 -0.0007 -0.1455 -0.9533
H -3.0194 -0.8642 -0.4459 0.4560
H 0.6390 -3.7062 0.7330 0.4702
O -0.1933 1.0570 -1.8935 -1.0074
H 1.4755 -2.4512 1.3542 0.4993
H -3.4464 -3.8559 -0.7980 0.5039
O -1.8179 2.9236 0.9210 -0.9488
H -0.8775 2.8800 1.0490 0.4709
H -2.1560 3.0443 1.8130 0.4794
O 1.4264 -3.3996 1.1668 -0.9819
H -0.5371 0.5291 -2.6366 0.5048
H 3.6150 3.6297 1.4589 0.4629
O 0.2868 0.2240 0.4135 -0.8517
H 1.0531 0.2547 -0.2172 0.5832
H -0.5085 -0.1106 0.0066 0.5726
O 0.1308 -2.0824 -0.6761 -0.9570
H -0.6812 -1.8187 -1.1217 0.4713
H 0.4637 -2.6918 -1.3490 0.4863
O 1.0485 4.4152 -0.8485 -0.9661
H 0.9128 5.3136 -1.1595 0.4885
H 0.2745 3.8844 -1.0528 0.4799
O 0.5181 1.2995 2.6734 -0.9835
H -0.3220 0.8915 2.9662 0.4939
H 1.1192 0.8661 3.3235 0.5064
O 2.5207 0.5979 4.3438 -0.9682
H 2.9881 1.4008 4.5799 0.5051
H 3.0074 -0.0942 4.8098 0.5020
O -2.7031 -2.6619 -2.9928 -0.9623
H -3.2722 -2.3245 -3.6928 0.4785
H -2.1680 -3.3583 -3.3866 0.4880
O 2.5053 -0.6621 -0.5863 -0.9692
H 0.5564 0.1758 1.3895 0.5639
H 3.0919 -0.4663 -1.3208 0.5096
O 4.3618 3.0111 1.3444 -0.9327
H 3.7582 2.4623 0.8013 0.4659
H 2.5976 2.6033 -1.4171 0.5021
O -3.3213 0.8858 2.6431 -0.9465
H -2.3697 0.9072 2.7520 0.4678
H 0.8087 0.9129 -5.5672 0.5052
O 2.5154 -1.1982 2.1661 -0.9752
H -0.8378 1.7584 -1.7665 0.4855
O -2.2719 1.4070 -3.2940 -0.9529
H -2.7045 0.6340 -2.9060 0.4761
H -2.9278 1.7056 -3.9376 0.4807
O 3.2491 1.8975 -1.3850 -0.9847
H 4.1303 2.2725 -1.4603 0.4878
H 2.4172 -1.6261 -0.5882 0.5003
O -2.8357 -3.4267 -0.2012 -0.9616
H -3.6883 0.8321 3.5314 0.4787
H -2.3687 -2.6823 -0.5711 0.4612
O -1.0378 -2.5610 2.1186 -0.9706
H -0.8742 -3.4622 2.4134 0.4912
H -1.5121 -2.6548 1.2902 0.4915
O -0.9700 -0.4374 4.0221 -0.9933
H -3.5649 0.3950 0.0083 0.5030
H -1.0327 -1.2821 3.5451 0.5153
H 2.8405 -0.7322 1.3817 0.4870
H 2.6700 -0.4714 2.7813 0.4866
```

***

# 7
Here is H4IMnO2 as an isolated structure in a non-equilibrium geometry from OMol25. Energies are from ωB97M-V with the def2-TZVPD basis set.

## Properties
2S+1 = 6
charge = +1
HOMO energy (spin up / spin down) = -14.064 / -14.066 eV
HOMO-LUMO gap (spin up / spin down) = 6.1 / 6.1 eV
LUMO level (spin up / spin down) = -7.99 / -7.94 eV
E = -1601.24140 hartree

```
8
Properties=species:S:1:pos:R:3:lowdin_spin:R:1
Mn 0.3608 -1.6011 3.3728 4.9242
I 0.3109 0.0164 1.2020 0.0737
O 1.4968 2.7380 -1.1125 -0.0013
H 1.1518 3.4540 -0.5716 0.0000
H 1.4470 1.9554 -0.5591 -0.0008
O -1.4597 -2.5412 -0.6794 0.0023
H -2.2619 -2.3259 -1.1637 0.0001
H -1.0458 -1.6956 -0.4884 0.0018
```

***

# 8
Here is H4INP2 as an isolated structure in a non-equilibrium geometry from OMol25. Energies are from ωB97M-V with the def2-TZVPD basis set.

## Properties
HOMO energy = -8.643 eV
relative energy (zero: lowest compared OMol25 entry of this formula, charge and spin) = 13.77 kcal/mol
HOMO-LUMO gap = 7.7 eV
LUMO level = -0.99 eV
E = -1037.48071 hartree

```
8
Properties=species:S:1:pos:R:3:nbo_charge:R:1
N -0.5972 -0.4869 -0.9897 -1.0388
P 1.4575 1.1279 0.5018 0.0087
P -0.6281 0.4901 0.4544 0.4881
I -2.5994 -1.3560 -1.4505 0.2159
H -0.3650 0.0653 -1.8590 0.3803
H 1.2415 1.0439 1.8304 -0.0088
H 2.0477 -0.1715 0.3650 0.0022
H -0.5570 -0.7128 1.1475 -0.0476
```